The following is a DFT calculation (wB97M-V/def2-TZVPD) of a 3-piece molecular cluster, C12H17BCl4O overall in a non-equilibrium geometry.

The relative energy (zero: lowest compared OMol25 entry of this formula, charge and spin) is 0.0000 eV. Its largest force on an atom is 2.0 eV Å⁻¹. As for the LUMO energy: 0.38 eV. The calculation puts the total energy at -2408.252470 Ha. As for the highest occupied orbital energy: -0.3310 hartree. As for the SMILES: BCC(=O)c1ccccc1.ClCCCl.ClCCCl.

Last column: natural (NBO) charge in e.
Atoms and positions in Å:
B1 -1.21 -2.51 1.64  0.51
C1 0.37 -2.44 1.84  -0.91
C2 1.12 -2.73 0.53  0.61
O1 1.42 -3.84 0.17  -0.53
C3 1.49 -1.47 -0.28  -0.12
C4 2.61 -0.76 0.15  -0.22
C5 2.95 0.41 -0.52  -0.20
C6 2.16 0.79 -1.61  -0.18
C7 1.05 0.08 -2.04  -0.23
C8 0.70 -1.09 -1.36  -0.22
H1 -1.64 -2.98 0.64  -0.09
H2 -1.92 -2.04 2.48  -0.09
H3 0.73 -3.06 2.68  0.28
H4 0.58 -1.38 2.12  0.26
H5 3.18 -1.13 1.01  0.22
H6 3.81 0.97 -0.15  0.22
H7 2.44 1.70 -2.15  0.21
H8 0.43 0.39 -2.88  0.21
H9 -0.17 -1.70 -1.64  0.23
Cl1 -0.17 1.52 3.16  -0.06
C9 0.98 2.86 2.91  -0.38
C10 0.85 3.48 1.55  -0.40
Cl2 1.38 2.36 0.25  -0.05
H10 1.99 2.47 3.08  0.22
H11 0.78 3.60 3.68  0.22
H12 1.47 4.37 1.48  0.22
H13 -0.18 3.77 1.34  0.22
Cl3 -4.37 0.19 -0.44  -0.05
C11 -3.46 0.49 -1.94  -0.39
C12 -3.35 -0.75 -2.79  -0.39
Cl4 -2.31 -1.98 -2.05  -0.05
H14 -2.48 0.87 -1.67  0.23
H15 -4.00 1.26 -2.48  0.22
H16 -2.91 -0.50 -3.76  0.22
H17 -4.33 -1.20 -2.98  0.23